DFT (ωB97M-V/def2-TZVPD) results for a cluster of 9 separate species, C36H45N9 in total.

Geometry as XYZ:
```
90
Properties=species:S:1:pos:R:3:forces:R:3
C 3.3443 6.1989 1.5321 -4.86 -3.00 -9.67
H 4.3993 -1.0641 -2.5689 0.95 0.84 -0.06
C -1.0487 1.4489 -4.5079 -1.22 2.82 5.59
C -0.8917 -3.7771 -0.6509 -3.99 2.95 -1.78
C -0.1167 2.9419 3.1611 -5.09 0.41 -0.36
N -3.3027 -2.4381 5.1021 1.50 0.00 0.87
H 0.3033 -0.0771 -3.4449 0.01 0.14 -0.50
C -5.3247 0.2639 -1.8779 3.34 -0.33 0.34
H -2.5307 -2.7021 7.0541 0.05 -0.18 0.87
H -1.1977 1.2669 -5.5119 0.18 -0.70 -1.79
C 3.2943 -4.2581 0.3891 3.17 5.32 -1.51
H 0.0363 4.7109 1.6361 -0.03 -0.61 0.80
C -1.3347 2.4759 -2.3019 -2.03 2.71 -4.05
C 2.6723 -1.4421 -4.2219 2.56 -3.41 5.43
C -3.3117 0.1709 -0.5459 -3.41 2.29 -0.20
C -0.3417 0.0949 0.9301 7.95 -0.88 -4.87
C -1.5257 -1.2421 4.0631 -5.09 -5.69 5.69
H 1.9183 -4.4011 -2.7549 -1.12 -2.90 1.08
H 2.8193 -0.5271 -4.7219 -0.78 0.64 -1.02
H 2.0233 4.0159 -0.6979 -2.62 -6.65 -4.14
C 3.7623 -1.6941 -3.1199 -5.65 -2.46 -2.20
C 4.4383 -4.5911 -0.5199 1.87 2.64 3.78
C 1.7503 -0.2181 -0.3199 -7.17 0.43 3.05
N -1.7997 -3.5241 0.4381 -1.31 1.40 -4.77
H -3.6747 -2.2641 0.7621 0.98 -0.22 -0.66
H -0.7217 -2.8551 -2.8059 -0.31 -0.08 0.98
C 3.5053 -2.6401 0.7141 3.26 -6.73 -2.13
N 2.3173 5.8769 -0.6829 0.52 4.70 -0.93
H 0.7943 -2.6671 -4.7679 1.76 -0.17 1.38
H 0.8113 2.5749 3.2061 3.39 -1.40 0.26
C -0.2977 0.8239 -3.4979 -1.12 -0.13 0.14
H 2.9673 8.0789 0.1131 -0.45 -2.55 -0.65
C -2.8797 -2.5911 0.0651 3.96 -0.01 -4.13
H 1.2043 -2.3111 -0.5449 0.85 -3.43 -1.36
C -1.2527 -2.9271 -1.8399 -1.65 -0.55 4.71
H -1.5597 -3.9741 1.2771 -0.51 -0.44 1.42
H 3.1503 3.8999 1.9551 -0.70 1.49 -1.72
H -0.2557 1.0839 -1.5069 5.51 -4.51 11.09
H -4.0477 -3.1701 5.1191 1.05 1.26 0.34
H 3.9983 -3.2981 -1.6499 -1.66 0.69 -2.22
H -6.3977 0.2059 -2.2099 1.52 0.03 0.43
H -2.5957 3.2799 -4.1239 0.88 -0.61 0.02
C -1.8187 2.5669 -3.7919 3.07 -1.66 3.79
H -2.6567 5.0939 2.2361 1.11 -2.11 1.02
H -0.0727 -1.1631 5.9701 -2.96 -1.71 -0.56
C -1.2627 2.3089 3.7891 1.03 5.89 -4.20
N 4.8553 -2.3881 0.2561 -2.41 -0.76 0.87
H -4.0037 0.6889 -3.7639 0.00 0.00 -0.35
C 1.7183 -2.5611 -4.0849 2.19 -0.14 0.37
H -3.2407 3.0579 3.7991 -1.16 0.02 0.31
C -2.8937 -1.9061 3.9141 5.75 2.30 2.92
C 2.9053 6.9239 0.2071 0.62 -2.07 2.90
C -2.3427 -2.2341 6.1271 2.80 0.60 -3.35
H 5.2103 -1.4351 0.3101 0.03 -0.44 0.11
H -1.0857 -2.1371 0.3581 2.72 3.91 0.88
N -0.5747 1.3719 -2.2339 -3.35 5.01 -12.57
H 2.8543 -1.9731 1.2461 0.35 0.32 -0.02
H -5.4697 -0.1361 0.3081 0.01 -0.14 0.92
H -1.5107 3.1749 -1.3859 0.11 -1.70 -1.93
N 3.3923 -2.8841 -2.4639 -0.31 0.31 -1.60
N -0.3067 -1.2241 0.3591 -0.29 0.90 0.97
N -3.0817 0.4959 -1.9219 2.63 0.08 3.76
H -1.3107 1.5649 4.4921 -0.52 -1.59 1.35
H 2.6533 -0.1521 -0.8219 1.52 0.24 -0.76
C -1.9797 4.2419 2.6501 3.38 0.35 -2.36
C -0.4987 4.0449 2.3311 -4.43 0.32 1.95
C -1.0877 -1.6661 5.5461 -3.06 2.13 -2.17
C 2.2703 -3.5151 -3.0679 1.55 7.18 -2.26
C 2.9243 4.7619 1.2141 0.61 1.25 -0.14
H -2.7307 -1.2321 -1.8169 -1.45 1.63 -1.97
H 4.6623 -5.5491 -1.0319 -0.22 0.83 0.64
H 1.1473 2.0569 0.5771 -0.78 -2.76 0.15
H -3.4807 -2.1391 3.1251 -1.53 -0.07 -2.68
H -0.2577 -4.5711 -0.4049 1.33 -0.79 -0.40
C -2.3847 -2.0531 -1.3779 1.97 -8.72 5.31
C 0.8923 0.9089 0.4861 -0.31 -4.75 -1.22
H -2.1127 0.7709 -2.1649 -1.71 -0.90 -0.14
H 2.3733 -4.8071 0.6741 0.94 0.44 -0.57
H -1.0467 0.6509 1.3191 -4.11 1.73 2.33
C 0.8573 -1.4031 -0.3299 1.56 6.86 1.88
C 5.5743 -3.4151 -0.3469 -9.36 -2.75 1.64
N -2.3597 3.1719 3.3791 2.27 -1.26 1.22
C 2.3363 4.6979 -0.1449 4.59 4.21 9.51
H -0.9997 -0.7381 3.3591 1.49 1.30 -1.96
C -4.0987 0.4549 -2.7279 -5.52 -0.10 2.15
C -4.7867 0.0809 -0.4729 2.35 0.59 -4.08
H -2.4627 0.1899 0.2751 -2.37 0.01 -2.43
H 6.4873 -3.2341 -0.7119 3.11 0.35 -1.57
H 3.7703 6.6429 2.3351 1.15 1.10 2.28
H 1.9373 5.8349 -1.6979 1.12 1.43 2.49
```
Positions in Å, forces in eV/Å.

Calculated values
Net charge: 0
Electronic energy: -1890.6851 Eh
Relative energy (zero: lowest compared OMol25 entry of this formula, charge and spin): 534.36 kcal per mole
Gap between HOMO and LUMO: 7.69 eV

Löwdin population analysis, charges in e, atoms 1 to 6:
1 C -0.029
2 H 0.057
3 C -0.051
4 C -0.102
5 C -0.125
6 N -0.047



DFT (ωB97M-V/def2-TZVPD) results for a cluster of 16 separate species, C36H46Cl18O30 in total.

Geometry as XYZ:
```
130
Properties=species:S:1:pos:R:3:forces:R:3
O 3.1827 6.8512 1.4189 0.55 1.17 -0.45
Cl 3.1320 1.7840 4.6802 -0.06 0.13 0.38
C -4.5423 -3.2300 -3.1640 -0.25 0.15 -0.75
Cl -1.7102 2.1511 -4.0747 0.05 0.03 0.55
Cl -2.9625 -3.2140 -3.9423 0.19 0.52 0.03
H 4.9090 -2.5733 0.8957 -0.18 0.15 -0.92
H 4.1139 -3.1629 2.2064 -0.57 -0.60 0.14
Cl -6.6830 -0.2956 -0.6870 1.02 0.99 0.14
H 1.4274 -0.5749 -2.2293 0.26 0.14 -0.07
C -3.3887 2.1279 -3.5179 -0.78 0.76 -0.76
C -2.9191 6.2989 0.3087 -0.26 1.33 -0.72
Cl 4.4981 -0.3092 -5.8751 -0.31 0.18 0.40
C 1.2759 -3.3850 4.1331 0.18 1.26 -2.10
H 0.9547 -2.7416 4.9521 0.13 -0.76 0.40
H 0.8537 -5.8472 -0.0220 0.10 -0.21 0.17
Cl -1.8494 1.4662 6.9813 -0.37 -0.06 -0.54
O 5.3168 6.0448 1.7189 -3.29 0.39 0.90
H -1.5588 1.0883 1.5820 -0.63 -0.57 0.17
O -1.7459 -5.6858 -0.7710 -1.44 1.77 -0.75
C 0.1989 -1.9945 -3.2483 -0.19 0.59 -0.75
Cl -5.7441 0.8129 1.8017 0.59 -0.16 0.13
C 1.6867 1.0047 4.0447 0.74 -0.24 -0.11
O 1.7535 -3.6876 -1.2153 -1.60 0.55 -1.32
H -4.8835 -5.0743 0.6905 0.16 0.02 0.54
C 0.8871 6.0275 -2.3599 1.86 0.94 0.07
H -4.6706 -3.6067 -0.1392 -0.19 0.48 0.21
O 2.8494 -2.9160 0.5687 0.86 0.78 1.34
C 3.5162 1.0300 -0.5934 -2.97 3.05 1.38
O 3.6333 -0.2533 -0.9497 -2.76 0.27 1.08
H -4.7252 -2.4214 -2.4563 0.49 0.07 -0.24
O 1.8664 -6.6546 3.2667 -2.18 4.23 0.22
H 1.1803 0.4411 4.8283 0.04 0.22 -0.15
Cl 0.6143 2.2039 3.3636 -0.21 -0.01 -0.05
Cl -4.6916 -4.7219 -2.3414 -0.30 -1.19 0.55
H 0.2636 0.8164 -0.6041 0.03 0.15 -0.18
O 2.9459 -2.9895 -5.1045 -1.24 0.22 0.96
O -5.2210 -2.5475 2.4891 -0.19 2.86 2.16
H -3.9505 2.5763 -4.3372 0.12 -0.01 0.24
C -0.8010 0.7690 -0.3747 2.22 2.47 1.70
O 3.6838 -4.6263 -0.5455 -2.01 0.34 -3.14
H 0.9566 -7.4297 -0.8527 -0.34 0.01 0.04
C -1.0287 0.3216 1.0170 1.54 0.61 2.53
H 1.6235 5.1005 3.3799 0.32 -0.24 0.11
H 1.2888 7.1439 2.2493 0.35 0.19 0.01
O -1.4034 -0.1846 -1.0917 -1.56 -1.02 -3.77
O 1.7149 -4.6698 4.3559 1.05 -1.46 2.49
H 5.2723 -1.3896 -1.0057 0.12 -0.12 -0.34
Cl -4.0112 0.5277 -3.3238 0.02 -0.69 0.21
H 0.1353 -2.4641 -2.2667 -0.31 -0.09 -0.32
H -3.8384 6.7797 -0.0258 -0.35 -0.63 0.41
H 1.2896 6.1152 0.8084 0.39 0.94 -0.73
O 2.2912 -1.2070 -3.9837 0.20 1.91 1.30
C 1.1390 -0.8175 -3.2521 -0.30 1.48 1.40
Cl -5.7847 -3.1201 -4.4362 -0.14 0.27 0.06
C 0.2907 -6.6280 -0.5334 -0.71 0.29 -0.42
H -0.1131 0.1225 1.5739 0.08 0.21 -0.11
C 4.1044 5.9878 1.9056 2.81 -0.40 -1.79
O -6.3330 -3.7140 1.0823 -1.36 0.37 -0.61
H 4.7521 -0.6755 -2.5728 0.29 0.17 -0.07
H -4.7839 1.2852 -0.3457 -0.22 -0.57 0.01
O -1.6147 5.9372 2.0354 2.79 -2.26 1.82
H -1.6560 2.4034 4.8510 -0.35 -0.08 0.05
H 0.3165 6.6523 -1.6728 -0.04 -0.17 0.06
Cl 5.6586 1.8514 -4.3848 -0.96 0.03 -0.14
H -1.2121 1.7785 -0.3725 -0.34 0.01 -1.23
C 2.6504 -3.6720 -0.4695 2.28 -2.58 0.17
C 5.6148 0.7556 -1.0587 2.92 -1.31 -1.69
O -2.6912 -6.3367 1.1990 2.21 -0.43 -2.08
C -5.7648 1.0821 0.0840 -1.81 0.52 -0.06
C -6.4117 -2.6983 1.9451 -4.03 0.53 0.97
O 3.4833 4.9481 2.4502 -0.06 -0.88 0.85
H 0.8698 6.5087 -3.3378 -0.12 -0.28 -0.15
H -0.7671 -3.6275 3.5372 -0.21 -0.44 -0.52
C -2.2233 7.0092 1.4851 -2.34 0.92 -1.71
Cl 3.3484 2.3116 -6.2136 0.25 0.10 0.20
H 0.3835 -2.9030 2.3100 -0.85 0.10 -0.01
C -1.7916 -6.4091 0.3548 -2.04 1.53 0.68
Cl -4.0192 2.1684 5.0226 1.15 -0.54 0.29
O 0.8219 -2.8218 -4.1965 1.78 -1.42 -0.76
O 2.2642 6.0228 -1.9217 0.34 0.54 0.15
H 6.2864 0.9717 -1.8897 -0.02 0.76 0.16
O 2.5016 1.5776 -0.1075 3.07 -2.26 -1.67
C 2.1201 -2.4004 -4.4500 -0.39 -2.65 -1.99
H -2.8811 7.4283 2.2465 -0.27 0.28 -0.25
C -1.8606 -1.1849 -0.3587 -0.78 -2.77 -1.80
H 5.4897 -4.7351 0.4514 -0.08 -0.35 -0.42
C 4.8694 -0.5069 -1.5024 1.34 -0.13 0.57
O -3.0467 4.9268 0.7321 -0.95 1.06 -1.40
H 0.6931 0.0759 -3.6893 0.15 -0.01 -0.24
C 1.3702 -5.5022 3.3739 3.17 -4.62 -0.17
C -4.2553 -3.3633 1.9632 1.67 -1.63 -0.81
H -1.5975 7.7903 1.0534 0.52 -0.20 0.49
H -3.3889 -2.8378 1.5615 -0.10 0.40 0.35
H 3.3448 1.1210 -4.2667 0.56 -0.49 0.10
C -2.3047 1.6313 5.2647 -0.13 0.49 -0.19
C -0.5969 -5.9375 -1.5848 0.54 -0.49 0.75
H 6.2503 0.6523 -0.1792 -0.25 -0.30 0.24
C 2.0796 5.0908 2.3900 -0.80 0.38 0.29
C 0.2310 -3.6390 3.0993 -0.97 1.46 -0.99
H -3.8972 -4.1145 2.6670 -0.17 0.15 0.37
H -2.2586 6.3725 -0.5553 0.17 -0.50 -0.08
H -0.9231 -6.5246 -2.4433 0.24 -0.10 0.06
H 4.0545 -5.4647 1.2223 0.11 -0.06 0.28
O 1.8295 3.8794 -2.2165 -1.10 -0.23 -0.34
H -0.0734 -5.0292 -1.8832 -0.64 0.13 -0.16
O -0.7138 -7.1198 0.3669 2.04 -2.42 1.76
C 0.6011 4.5691 -2.2895 -2.40 -0.12 -0.40
O -1.9945 3.6984 2.2932 -0.03 2.67 -1.71
C 4.1343 -3.3048 1.1258 0.22 2.17 2.09
Cl 2.2570 -0.1606 2.8141 -0.41 -0.05 -0.03
Cl -1.9252 0.1557 4.3434 -0.41 0.08 0.36
H -0.7454 -1.7086 -3.7116 -0.22 -0.14 0.72
C 4.1069 1.1974 -5.0422 0.55 0.34 -0.70
Cl -6.7006 2.6519 -0.1698 0.49 -0.84 -0.22
H -0.0559 4.4557 -1.4272 0.41 -0.86 0.46
O -2.3070 -2.2140 -0.8452 0.39 1.81 1.18
C -2.1910 4.7626 1.6942 0.85 -2.82 3.13
H 1.6031 4.3196 1.7848 0.51 -0.38 0.25
Cl -3.7871 3.1232 -2.0848 0.73 -0.14 -0.24
O 0.6069 -4.8825 2.5052 -1.01 -0.01 -0.24
C 1.8747 6.4275 1.6734 -0.73 -1.14 0.48
C 4.4119 -4.6513 0.5909 0.98 -0.39 2.04
O 3.9372 4.4904 -1.7977 -0.89 0.46 -0.18
O -7.4718 -2.1144 2.2633 3.88 -1.69 -1.06
C 2.7888 4.7736 -1.9707 1.45 0.26 0.43
H -0.0248 4.2936 -3.1383 0.45 -0.57 -0.13
O -1.6597 -0.9230 0.9031 -1.07 -0.77 1.41
C -4.9818 -3.9977 0.8294 0.39 -1.42 -1.78
O 4.6579 1.7174 -0.8528 -1.80 -0.16 0.38
H 2.0249 -2.8632 3.5373 0.70 0.27 0.72
```
Positions in Å, forces in eV/Å.

Calculated values
Net charge: 0
Electronic energy: -11939.9840 Eh
Gap between HOMO and LUMO: 9.72 eV

Löwdin population analysis, charges in e, atoms 1 to 6:
1 O 0.077
2 Cl 0.566
3 C -1.565
4 Cl 0.577
5 Cl 0.574
6 H 0.120